{"formula": "C29H49Cl18F2N4O3", "method": "ωB97M-V/def2-TZVPD", "total_energy_ha": -10062.0657, "max_force_ev_per_a": 3.36, "homo_energy_ev": -11.97, "total_charge": 1, "symbols": ["C", "O", "C", "N", "N", "C", "C", "C", "N", "C", "C", "C", "Cl", "C", "C", "Cl", "C", "N", "C", "O", "F", "C", "O", "F", "H", "H", "H", "H", "H", "H", "H", "H", "H", "H", "H", "H", "H", "H", "H", "H", "H", "Cl", "C", "C", "Cl", "H", "H", "H", "H", "Cl", "C", "C", "Cl", "H", "H", "H", "H", "Cl", "C", "C", "Cl", "H", "H", "H", "H", "Cl", "C", "C", "Cl", "H", "H", "H", "H", "Cl", "C", "C", "Cl", "H", "H", "H", "H", "Cl", "C", "C", "Cl", "H", "H", "H", "H", "Cl", "C", "C", "Cl", "H", "H", "H", "H", "Cl", "C", "C", "Cl", "H", "H", "H", "H"], "positions_angstrom": [[-1.832031, 1.172932, -1.358199], [-1.123159, 0.141233, -0.625713], [0.203301, 0.509339, -0.485796], [0.455356, 1.200172, 0.861005], [-0.603495, 1.237652, 1.626936], [-0.321430, 1.849677, 2.777167], [-1.514808, 1.898197, 3.777666], [-2.501622, 0.689158, 3.588289], [-3.599385, 1.120881, 2.684547], [0.894956, 2.455210, 3.207160], [2.013449, 2.376265, 2.307563], [3.378678, 2.989060, 2.679130], [3.628917, 4.642565, 1.981458], [3.461404, 3.144352, 4.260993], [3.591362, 1.770614, 4.991788], [5.039088, 4.026587, 4.575654], [1.677742, 1.669659, 1.097660], [2.719553, 1.497978, 0.075903], [3.047026, 2.706094, -0.605348], [3.907399, 2.886039, -1.349233], [2.166404, 3.723723, -0.375400], [3.855148, 0.765187, 0.545386], [4.960891, 1.090752, 0.556956], [3.574514, -0.470393, 1.107437], [-2.910298, 1.169041, -1.110717], [-1.700676, 0.964504, -2.442895], [-1.454224, 2.201273, -1.155136], [0.835134, -0.386742, -0.526573], [0.483209, 1.221708, -1.297811], [-1.096216, 1.830041, 4.809256], [-2.094868, 2.840645, 3.647273], [-2.972067, 0.405725, 4.555586], [-1.958961, -0.206030, 3.216893], [-4.477071, 0.938776, 3.186156], [-3.648469, 0.514073, 1.864701], [0.935293, 2.947634, 4.186335], [4.258915, 2.378830, 2.402935], [2.667906, 3.798369, 4.664993], [4.214575, 1.888898, 5.904227], [2.594862, 1.434037, 5.364582], [4.043416, 1.018144, 4.315043], [-6.017425, -0.035018, 4.167531], [-7.774478, -0.294794, 4.371695], [-8.527472, 1.006640, 4.517107], [-8.171445, 1.829227, 6.057616], [-7.919487, -0.941634, 5.231545], [-8.119858, -0.824541, 3.483967], [-9.600674, 0.817001, 4.502771], [-8.291466, 1.694440, 3.706658], [2.839682, -1.945137, -1.987124], [4.275230, -2.751963, -1.294188], [5.534190, -2.405271, -2.050441], [5.558763, -3.108206, -3.685140], [4.088932, -3.824617, -1.287686], [4.361109, -2.416023, -0.261381], [6.401875, -2.802317, -1.523644], [5.658181, -1.327039, -2.146838], [-2.512520, 0.188887, -5.197719], [-4.246925, -0.160388, -4.957980], [-5.062861, 1.097416, -4.781939], [-4.709442, 1.914531, -3.236830], [-4.341623, -0.823237, -4.099274], [-4.585619, -0.699026, -5.843222], [-6.124157, 0.849988, -4.773500], [-4.885250, 1.807789, -5.587470], [-6.795726, -3.548592, -5.671338], [-5.444755, -4.326570, -4.808805], [-5.671003, -4.369010, -3.315881], [-5.599182, -2.745593, -2.581954], [-4.530858, -3.789997, -5.059747], [-5.362768, -5.341246, -5.198062], [-4.892286, -4.966085, -2.841529], [-6.635337, -4.808428, -3.067293], [-12.218702, 0.338353, 8.873482], [-10.799736, -0.482622, 9.569423], [-9.541037, -0.207522, 8.781513], [-9.572321, -0.979373, 7.175768], [-11.016611, -1.548355, 9.618916], [-10.685365, -0.109476, 10.587123], [-8.678111, -0.612892, 9.309893], [-9.382236, 0.860265, 8.638353], [8.031312, 5.844135, -3.288902], [7.266579, 4.236061, -3.328585], [7.686777, 3.375512, -2.160087], [9.396905, 2.886711, -2.263749], [7.513261, 3.768033, -4.280249], [6.188572, 4.398383, -3.297810], [7.096417, 2.458058, -2.147773], [7.539167, 3.888686, -1.210889], [6.464187, -7.327312, -2.738459], [5.946629, -7.507341, -4.434319], [4.584356, -6.903392, -4.681375], [3.284691, -7.820836, -3.877689], [5.966695, -8.567269, -4.681729], [6.691267, -6.999765, -5.047598], [4.365132, -6.914105, -5.749138], [4.535030, -5.873128, -4.332839], [6.217949, 2.826350, -6.316246], [5.797622, 1.221867, -5.666979], [7.014906, 0.345173, -5.478205], [7.733181, -0.147808, -7.029726], [5.075151, 0.763080, -6.339924], [5.309198, 1.389907, -4.705643], [6.731624, -0.569291, -4.955295], [7.786003, 0.846834, -4.893623]], "forces_ev_per_a": [[-0.597, 0.343, -0.733], [1.003, 1.177, 0.238], [-0.737, -0.718, -1.353], [0.586, -0.581, -1.860], [2.014, 1.138, 1.186], [-2.229, 0.671, 2.425], [0.380, -1.015, 0.104], [-0.344, 0.578, -0.152], [0.024, -0.874, 0.221], [1.140, -0.739, -2.445], [-2.105, -0.232, 0.757], [-0.106, 0.324, 1.497], [-0.534, -0.823, -0.238], [1.351, -0.316, -0.207], [-0.666, 0.422, 0.243], [-0.675, -0.343, 0.058], [1.223, 0.789, 1.100], [-1.000, 0.245, 1.593], [-1.312, 1.126, 0.148], [1.814, -0.433, -1.146], [-0.257, -1.542, 0.300], [-0.868, -1.936, 0.606], [1.836, 1.089, -0.618], [-1.249, 1.577, -0.824], [0.734, -0.327, -0.016], [-0.235, 0.172, 0.642], [-0.103, -0.705, 0.134], [-0.024, 0.273, 0.222], [0.140, -0.404, 0.758], [-0.163, 0.378, -0.686], [0.503, -0.605, 0.127], [0.653, 0.315, -0.405], [-0.288, 0.527, 0.191], [0.628, 0.537, -0.710], [0.125, 0.245, 0.189], [-0.085, -0.323, -0.617], [-0.648, 0.322, -0.086], [0.519, -0.322, -0.291], [-0.330, -0.090, -0.778], [0.636, -0.003, -0.508], [-0.247, 0.321, 0.505], [-0.381, -0.356, 0.344], [-0.363, -0.046, -0.073], [-0.080, -0.021, -0.068], [0.178, 0.206, -0.114], [0.171, 0.114, 0.010], [0.063, 0.105, -0.029], [0.065, -0.105, 0.054], [0.057, -0.010, 0.087], [-0.084, 0.102, -0.006], [0.193, -0.133, 0.204], [0.132, 0.012, 0.098], [-0.045, 0.070, -0.068], [-0.035, 0.068, -0.135], [0.025, 0.030, -0.064], [-0.087, -0.043, 0.019], [-0.058, -0.048, -0.036], [0.074, 0.015, 0.043], [-0.186, -0.113, 0.013], [-0.101, -0.111, -0.224], [0.001, 0.082, 0.031], [0.050, 0.113, -0.046], [-0.005, 0.087, 0.002], [0.065, -0.066, 0.060], [0.084, -0.003, 0.100], [0.032, 0.081, 0.007], [0.077, -0.105, -0.002], [0.058, -0.237, -0.045], [-0.047, 0.048, 0.077], [-0.072, 0.028, 0.046], [-0.048, 0.020, 0.069], [0.020, 0.065, -0.060], [0.000, 0.124, -0.056], [0.004, -0.025, -0.033], [0.024, -0.049, 0.089], [0.118, 0.107, 0.235], [-0.237, -0.235, 0.121], [-0.005, 0.060, -0.087], [0.055, 0.039, -0.069], [-0.073, -0.057, -0.019], [-0.087, -0.060, -0.104], [0.023, -0.014, 0.016], [-0.039, -0.059, 0.003], [-0.157, -0.002, 0.030], [0.005, -0.013, 0.006], [0.067, 0.101, 0.173], [0.036, -0.031, 0.046], [-0.002, 0.040, -0.057], [0.078, 0.024, -0.066], [-0.018, -0.003, 0.050], [0.032, 0.022, -0.177], [0.056, 0.074, -0.144], [-0.016, 0.026, 0.051], [-0.063, 0.040, 0.098], [-0.067, 0.045, 0.036], [0.047, -0.067, 0.037], [0.020, -0.087, 0.071], [-0.085, -0.047, -0.205], [-0.050, -0.109, 0.130], [-0.017, -0.056, 0.137], [-0.003, 0.032, 0.019], [0.104, 0.039, -0.040], [0.073, -0.021, 0.006], [-0.069, 0.021, -0.058], [-0.022, 0.051, -0.103]]}